The following is a DFT calculation (wB97M-V/def2-TZVPD) of the molecule C4H8N2 at a distorted geometry.

Last column: Mulliken charge in e.
Element x y z (Å)
C -0.7803 1.0454 -0.6364  -1.512
H -0.5347 2.0028 -0.1663  0.363
H -1.4594 -1.5207 -0.3858  0.280
N -0.4577 -1.3809 -0.5130  -0.679
H -1.8680 0.9247 -0.6195  0.357
H -0.0076 -2.1375 0.0004  0.280
H 1.7121 0.1142 -1.0917  0.379
C -0.4656 -0.1137 1.5247  0.011
C -0.0711 -0.1034 0.0875  1.419
H 1.7577 1.0138 0.4454  0.363
C 1.4452 0.0795 -0.0309  -1.515
H 1.9887 -0.7443 0.4422  0.358
H -0.4447 1.0639 -1.6780  0.376
N -0.8145 -0.2439 2.6215  -0.479

HOMO level	-10.327	eV
HOMO-LUMO gap	0.41031	hartree
2S+1	1
molecular weight	84.1	g/mol
relative energy (zero: lowest compared OMol25 entry of this formula, charge and spin)	2.2	kcal/mol